(1)
Molecular formula: C36H37CeNP2
Method: DFT, wB97M-V/def2-TZVPD

Structure (ORCA input):
```
! RIJCOSX wB97M-V def2-TZVPD def2/J DEFGRID3
* xyz 2 1
Ce 1.00568 -0.41973 2.97530
C 0.21611 2.16259 -3.86927
C -0.93063 2.26017 -3.19413
C -2.23357 1.66767 -3.62560
C -2.12154 0.36159 -4.45140
C -1.29147 -0.67988 -3.80616
C 0.04239 -0.87050 -3.97772
C 0.89803 -0.07421 -4.89423
C 0.45009 1.40082 -5.13918
C 1.18864 -2.24430 4.40068
H 1.11203 2.74206 -3.59174
H -0.99370 2.94825 -2.34591
H -2.75385 2.42683 -4.23699
H -2.88454 1.44236 -2.76113
H -3.13234 -0.06033 -4.47061
H -1.85575 0.55472 -5.49347
H -1.88627 -1.38326 -3.23182
H 0.52770 -1.74603 -3.57595
H 0.91599 -0.59108 -5.87319
H 1.94306 -0.02167 -4.52995
H 1.31884 1.89523 -5.60412
H -0.37348 1.46665 -5.86763
H 2.26405 -2.15712 4.66516
H 0.99602 -3.17950 3.85714
H 0.57466 -2.17543 5.32344
P -0.21679 1.55831 1.33280
P -0.04231 -1.94726 0.85944
C -0.81785 0.64012 -0.09007
C -0.80241 -0.72622 -0.21743
C -1.42916 2.62705 2.13975
C -2.44567 3.12636 1.31720
C -3.45292 3.92590 1.84891
C -3.45825 4.12478 3.25113
C -2.49816 3.54561 4.10791
C -1.47083 2.79766 3.54594
C 1.29861 2.57726 0.95731
C 2.52813 1.92776 0.71161
C 3.65886 2.70597 0.44450
C 3.52705 4.10444 0.44210
C 2.32002 4.76556 0.73943
C 1.20584 3.98139 1.02179
C -1.12988 -3.28208 1.40550
C -2.21837 -3.02553 2.26670
C -3.07141 -4.07024 2.60513
C -2.82967 -5.35552 2.09187
C -1.73460 -5.61604 1.25092
C -0.87587 -4.57531 0.92321
C 1.51396 -2.62462 0.25640
C 2.62679 -2.98963 1.05624
C 3.75902 -3.52291 0.44606
C 3.81616 -3.65476 -0.94918
C 2.72748 -3.22275 -1.76366
C 1.60892 -2.69308 -1.13644
H -1.21496 1.26042 -0.92732
H -1.32140 -1.18731 -1.08246
H -2.42959 2.89041 0.25600
H -4.21470 4.37680 1.19071
H -4.24659 4.73407 3.68569
H -2.55510 3.69835 5.20651
H -0.69974 2.33965 4.16463
H 2.56273 0.82705 0.67741
H 4.61989 2.22861 0.19645
H 4.39860 4.70131 0.20065
H 2.23159 5.85961 0.71844
H 0.23389 4.42196 1.24319
H -2.36725 -2.01237 2.64445
H -3.94708 -3.89595 3.24665
H -3.52782 -6.15850 2.31604
H -1.56260 -6.61130 0.82845
H 0.00132 -4.72885 0.29810
H 2.59863 -2.86590 2.13617
H 4.63117 -3.85281 1.05938
H 4.69785 -4.08714 -1.42744
H 2.77306 -3.31586 -2.86001
H 0.77928 -2.29750 -1.72374
N 1.96291 1.81327 5.57546
C 1.50307 1.03386 4.82999
*
```

gap between HOMO and LUMO (spin up / spin down)	0.211 / 0.211	hartree
LUMO energy (spin up / spin down)	-7.70 / -7.70	eV

***

(2)
Molecular formula: C36H37F5N7OSe2W
Method: DFT, wB97M-V/def2-TZVPD

Structure (ORCA input):
```
! RIJCOSX wB97M-V def2-TZVPD def2/J DEFGRID3
* xyz 1 1
W -0.21548 -0.25830 -0.09602
Se -2.05716 2.08013 2.30028
Se 0.08440 2.76123 2.17746
C 0.81984 1.05056 2.72181
C 1.54664 1.02422 3.89692
C 1.88288 -0.20196 4.45611
C 1.43879 -1.34555 3.82684
C 0.76987 -1.23087 2.62143
N 0.48802 -0.05715 2.02603
C -2.46139 2.19293 0.41593
C -3.51727 3.02241 0.08938
C -3.86127 3.19375 -1.24373
C -3.11198 2.52825 -2.18854
C -2.07963 1.70482 -1.76885
N -1.73875 1.50634 -0.48614
H 1.79353 1.95187 4.39362
H 2.44158 -0.24938 5.38139
H 1.61144 -2.32891 4.24119
H 0.46926 -2.10642 2.06592
H -4.04547 3.54350 0.87510
H -4.68114 3.84143 -1.52413
H -3.31648 2.61840 -3.24600
H -1.50835 1.12950 -2.48286
C -2.87307 -3.46501 0.33955
C -2.65561 -2.19378 1.17252
C -3.97265 -1.39153 1.15618
C -1.57175 -1.36659 0.52831
C -2.28135 -2.51179 2.62038
C -2.07676 -3.80674 3.08541
C -1.76109 -4.04714 4.41920
C -1.65672 -2.99724 5.31659
C -1.86600 -1.69975 4.86709
C -2.16700 -1.46580 3.53633
H -3.06278 -3.19381 -0.70226
H -3.73845 -4.02576 0.69831
H -2.00417 -4.12626 0.37005
H -4.26201 -1.16713 0.12653
H -3.86704 -0.44829 1.69424
H -4.77607 -1.96246 1.62479
H -1.88543 -1.09283 -0.55526
H -2.16785 -4.65223 2.41752
H -1.61162 -5.06514 4.75612
H -1.42601 -3.18699 6.35688
H -1.79172 -0.86702 5.55649
H -2.30611 -0.44990 3.19293
F 1.88151 -2.86667 -6.51924
C 1.38050 -2.23920 -5.45337
C 0.04513 -2.38925 -5.10858
F -0.74151 -3.19111 -5.83057
C -0.45676 -1.74258 -3.99999
F -1.73764 -1.95412 -3.65191
C 0.32062 -0.91061 -3.18029
O -0.24360 -0.30056 -2.16555
C 1.65300 -0.76696 -3.57126
F 2.47803 0.04435 -2.87883
C 2.17591 -1.42181 -4.67616
F 3.46264 -1.24804 -4.99110
C 0.77245 -5.59417 -1.57103
C -0.19097 -4.53484 -2.06689
N 0.05543 -3.30494 -1.34094
C 1.27464 -2.90611 -0.93551
N 1.38568 -1.77568 -0.24851
C 2.69276 -1.65309 0.39870
C 3.80322 -1.84336 -0.61756
C 3.71829 -3.28131 -1.08713
N 2.32859 -3.71520 -1.20723
C 2.17731 -5.05904 -1.76233
H 0.65710 -6.52526 -2.12484
H 0.58422 -5.79892 -0.51455
H -1.23300 -4.81194 -1.91688
H -0.04443 -4.38097 -3.13959
H -0.70269 -2.78614 -0.91501
H 2.80556 -2.40529 1.19261
H 2.75314 -0.68848 0.88676
H 4.78781 -1.65947 -0.18538
H 3.65537 -1.14971 -1.44466
H 4.21340 -3.93941 -0.36614
H 4.21335 -3.42465 -2.05187
H 2.90885 -5.70096 -1.26614
H 2.43260 -5.03990 -2.82799
N 3.12293 2.81001 -0.42563
C 2.31326 3.16675 -1.47560
C 1.31509 2.24869 -1.49063
N 1.50176 1.33799 -0.47102
C 2.60160 1.71060 0.14723
H 3.96529 3.27672 -0.13486
H 2.52855 4.00469 -2.11335
H 0.50104 2.15590 -2.18497
H 3.04072 1.24918 1.01436
*
```

gap between HOMO and LUMO (spin up / spin down)	0.215 / 0.215	hartree
LUMO energy (spin up / spin down)	-2.81 / -2.81	eV

***

(3)
Molecular formula: C36H38B2Cl4F4N7O9SSeSr
Method: DFT, wB97M-V/def2-TZVPD

Structure (ORCA input):
```
! RIJCOSX wB97M-V def2-TZVPD def2/J DEFGRID3
* xyz -1 1
Sr -0.78826 0.09790 0.16349
C -1.21524 2.73363 3.65719
C -0.86557 2.45610 2.22799
N 0.17555 1.80483 1.86730
O 0.97551 1.30852 2.84122
B 2.35481 0.98762 2.35266
F 3.01367 0.39332 3.42015
F 2.97749 2.16311 1.91855
O 2.45731 -0.03061 1.24293
N 1.76762 0.33257 0.10575
C 2.45706 0.68237 -0.90788
C 3.95119 0.63695 -0.96059
C 1.65916 1.26068 -2.03818
N 0.40300 1.31774 -1.82232
O -0.31941 2.03982 -2.71147
B -1.76206 2.08697 -2.32598
F -2.45525 2.60347 -3.39140
F -2.15494 0.75803 -1.99325
O -2.07247 2.96915 -1.14604
N -1.47126 2.47329 -0.04032
C -1.69651 3.00295 1.09887
C -2.64906 4.13159 1.33835
C 2.28267 1.86024 -3.25942
H -0.81770 1.93641 4.28345
H -2.29450 2.80755 3.79091
H -0.76612 3.67439 3.98595
H 4.34454 0.49277 0.04128
H 4.36194 1.55560 -1.37683
H 4.27293 -0.18896 -1.60358
H -2.94450 4.56318 0.38564
H -2.19637 4.89909 1.96792
H -3.54498 3.76920 1.84782
H 3.36441 1.75878 -3.26671
H 2.01386 2.91535 -3.33030
H 1.87398 1.37608 -4.14834
Cl -0.47532 -4.11776 -6.50454
C -0.45862 -3.50476 -4.88895
C -1.64422 -3.17915 -4.23071
Cl -3.15383 -3.42760 -5.03195
C -1.62396 -2.66773 -2.94062
Cl -3.08035 -2.33635 -2.09474
C -0.40789 -2.40984 -2.25387
O -0.32747 -1.93284 -1.07210
C 0.76769 -2.80423 -2.93130
O 2.00714 -2.72278 -2.33864
C 0.74485 -3.33490 -4.21309
Cl 2.24085 -3.80812 -4.94686
C 4.79248 -2.37707 2.06986
C 4.05520 -3.65539 2.45951
C 2.82145 -3.38283 3.31625
C 1.66438 -2.76628 2.54058
N 1.02474 -3.74063 1.64690
C 1.21371 -3.90386 0.33262
Se 2.45465 -2.81010 -0.59431
N 0.47663 -4.93108 -0.11214
C 0.55083 -5.59080 -1.41518
C 1.24327 -6.94561 -1.31561
C 2.73154 -6.83893 -0.98834
C 3.55723 -6.24046 -2.12274
C -0.26487 -5.42351 0.95817
C -1.24667 -6.40214 1.02626
C -1.82373 -6.61380 2.26349
C -1.43921 -5.87686 3.39269
C -0.46762 -4.89817 3.32097
C 0.10335 -4.68646 2.07364
H 5.66388 -2.59652 1.45095
H 5.12974 -1.84758 2.96276
H 4.15186 -1.67687 1.52949
H 4.73376 -4.31770 3.00349
H 3.76490 -4.21869 1.56245
H 3.07545 -2.67920 4.11280
H 2.48068 -4.30355 3.80030
H 1.98088 -1.91115 1.94240
H 0.89448 -2.39019 3.20868
H 1.09111 -4.93818 -2.09291
H -0.46618 -5.67670 -1.80033
H 1.11372 -7.44958 -2.27775
H 0.73630 -7.55912 -0.56737
H 3.10904 -7.83584 -0.74843
H 2.86236 -6.24313 -0.07791
H 3.41101 -6.80469 -3.04681
H 4.62077 -6.25878 -1.88178
H 3.29011 -5.20258 -2.32599
H -1.56558 -6.95214 0.15179
H -2.60368 -7.35712 2.36081
H -1.93132 -6.06481 4.33768
H -0.19252 -4.29953 4.17904
O -0.71078 -1.00905 4.69473
C -1.57344 -1.20333 3.85733
N -1.39555 -1.20483 2.50123
S -2.73437 -1.67607 1.74257
O -3.18461 -0.59732 0.87344
O -2.60763 -2.96292 1.11202
C -3.78232 -1.81531 3.15671
C -5.10921 -2.18221 3.26353
C -5.64582 -2.23807 4.54371
C -4.86440 -1.94551 5.66121
C -3.52807 -1.59136 5.52705
C -2.99878 -1.52669 4.25049
H -5.70200 -2.41175 2.38812
H -6.68478 -2.51176 4.67698
H -5.31020 -1.99911 6.64656
H -2.90214 -1.36685 6.38084
*
```

gap between HOMO and LUMO	0.259	hartree
LUMO energy	1.65	eV